C33H41BrFN5O2SiW | wB97M-V/def2-TZVPD

Computed properties:
Kohn-Sham gap (alpha / beta) (eV): 5.2867 / 5.9572
Total charge: +2
LUMO level (alpha / beta) (Eh): -0.23663 / -0.23358
Spin multiplicity: 3
Max |F| (eV/Å): 5.956
ΔE to the lowest compared entry with this formula, charge and spin (kcal per mole): 59.8

CARTESIAN COORDINATES (ANGSTROEM)
W  -0.36648  -0.52104  0.21851
C  2.17442  -0.38284  6.80131
C  1.84622  -0.26224  5.35031
C  2.17632  0.89346  4.66071
C  1.85152  1.06596  3.29481
C  1.89092  2.36156  2.74171
N  1.54452  2.68536  1.50111
C  1.06402  3.98736  1.10291
C  -0.46518  4.11476  1.26841
C  -1.22348  3.28346  0.23291
N  -2.65178  3.38176  0.39601
C  -3.58838  2.82626  -0.34779
C  -3.48658  1.87646  -1.41149
C  -4.39828  1.98966  -2.49099
C  -4.41058  1.10536  -3.55899
C  -5.37158  1.27466  -4.69199
C  -3.54508  0.01876  -3.54559
C  -2.70298  -0.22204  -2.44089
C  -2.04498  -1.46614  -2.26209
N  -1.27208  -1.77294  -1.22079
C  -0.89308  -3.17724  -1.07459
C  -1.60228  -3.81874  0.14691
C  -1.86028  -2.79844  1.26781
N  -0.66858  -1.98824  1.52771
C  -0.13288  -2.08374  2.76521
C  0.77672  -1.15284  3.32591
C  1.12712  -1.25394  4.69371
C  1.25352  -0.02204  2.59911
O  1.01522  0.05116  1.27801
C  -2.63988  0.74216  -1.39429
O  -1.89208  0.43436  -0.34449
H  3.09792  0.13946  7.03271
H  2.26762  -1.42014  7.10551
H  1.38042  0.06696  7.39551
H  2.65852  1.70796  5.17831
H  2.13462  3.18046  3.40581
H  1.39732  1.91486  0.84721
H  1.34042  4.14726  0.05881
H  1.55312  4.75046  1.71251
H  -0.72668  5.16826  1.17011
H  -0.74308  3.77956  2.27051
H  -0.92538  2.22936  0.35311
H  -0.96138  3.59646  -0.78319
H  -2.95678  3.94126  1.18421
H  -4.59288  3.17856  -0.14979
H  -5.09558  2.81326  -2.47369
H  -6.10518  2.04216  -4.47069
H  -5.89438  0.34066  -4.88859
H  -4.84528  1.55346  -5.60329
H  -3.55728  -0.69514  -4.35589
H  -2.24908  -2.23704  -3.00219
H  0.19612  -3.21534  -0.93049
H  -1.14638  -3.75674  -1.97049
H  -0.97558  -4.62184  0.53961
H  -2.55838  -4.25614  -0.14879
H  -2.18118  -3.31844  2.18061
H  -2.68548  -2.11484  0.97031
H  -0.51408  -2.85454  3.42701
H  0.77142  -2.10884  5.24921
C  4.20702  -0.81864  -0.09979
Si  2.71502  -1.94854  -0.49889
C  3.05992  -3.38664  -1.71569
C  2.27132  -2.92144  1.08361
N  1.36032  -0.90774  -1.02739
C  1.58592  -0.26634  -2.23319
C  2.58072  -0.54824  -3.18919
C  2.63232  0.11056  -4.39989
C  1.72092  1.09966  -4.73989
C  0.79992  1.50266  -3.78679
C  0.79792  0.82796  -2.59009
F  0.01782  1.31256  -1.48549
H  5.13152  -1.38774  -0.11719
H  4.12452  -0.38494  0.89611
H  4.31692  -0.00054  -0.80789
H  3.72932  -4.08954  -1.23189
H  3.54442  -3.10254  -2.64079
H  2.16242  -3.93544  -1.99139
H  2.92552  -3.78404  1.13061
H  1.25672  -3.30694  1.11791
H  2.46382  -2.36044  1.99101
H  3.34332  -1.26814  -2.96929
H  3.42342  -0.14254  -5.08859
H  1.76102  1.57696  -5.70389
H  0.12082  2.32036  -3.96199
Br  -1.64038  0.68826  2.36711

Forces on the atoms, in the same order (eV/Å):
W -0.71 -0.74 -2.61
C -0.05 0.04 0.21
C 0.19 0.20 -0.05
C -0.37 -0.26 -0.48
C 0.14 -1.12 -0.10
C -0.47 0.46 -1.63
N 0.36 -0.98 1.31
C -0.27 0.71 -0.13
C -0.04 -0.09 -0.17
C 1.23 -0.57 -0.04
N -1.32 -0.75 -0.66
C 0.78 0.81 0.86
C 0.39 -0.60 -0.48
C 0.35 -0.32 0.23
C -0.14 0.38 0.05
C -0.01 0.01 -0.14
C 0.64 -0.24 1.15
C -0.75 1.66 -0.35
C 1.71 -1.16 1.95
N -1.74 -0.45 -2.69
C 0.15 -0.67 0.10
C 0.10 0.45 0.05
C -0.61 -0.62 -0.40
N 0.76 -0.82 2.97
C -1.29 0.08 -2.17
C 1.20 0.95 0.60
C -0.26 0.33 -1.03
C -0.83 -0.34 -0.27
O 4.05 1.73 4.01
C 0.59 -1.20 0.44
O -2.97 2.29 -1.61
H 0.09 -0.02 0.08
H 0.07 -0.09 0.04
H -0.04 0.02 0.11
H 0.06 0.13 0.14
H -0.07 0.21 0.02
H -0.01 0.05 0.33
H 0.09 0.05 0.08
H 0.01 -0.09 -0.08
H 0.03 0.11 0.02
H -0.02 0.01 0.03
H -0.33 0.58 -0.06
H -0.12 -0.02 0.05
H -0.23 0.05 -0.12
H -0.05 0.14 0.19
H -0.15 0.11 -0.08
H -0.10 0.07 -0.04
H -0.07 -0.01 -0.03
H -0.01 0.05 -0.08
H -0.08 -0.12 -0.12
H 0.05 -0.11 0.11
H -0.37 0.02 -0.13
H 0.15 0.19 0.08
H -0.01 -0.03 -0.14
H 0.05 0.05 0.02
H 0.12 0.18 -0.21
H 0.53 -0.30 0.32
H -0.06 -0.07 -0.12
H 0.01 -0.15 0.11
C -0.48 -0.54 -0.32
Si 0.06 -0.41 0.46
C 0.13 0.69 0.22
C 0.21 0.34 -0.47
N 0.14 -0.70 0.43
C -0.54 0.40 -0.25
C -0.16 0.00 0.24
C 0.04 0.16 -0.16
C 0.08 -0.08 0.08
C -0.16 -0.02 0.35
C -0.05 0.10 0.75
F 0.61 -0.15 -1.06
H 0.20 -0.12 -0.01
H -0.18 -0.02 0.11
H -0.04 0.05 -0.15
H 0.12 -0.16 0.23
H 0.08 -0.01 -0.17
H -0.22 0.01 0.07
H 0.26 -0.20 -0.12
H 0.10 -0.08 -0.12
H -0.02 0.10 0.10
H 0.07 -0.16 -0.04
H 0.03 -0.07 -0.11
H -0.02 0.10 -0.10
H -0.11 0.15 0.02
Br -0.46 0.44 0.57